1.
Formula: C4H14NO3
Source: OMol25
Level of theory: ωB97M-V with the def2-TZVPD basis set

Values from the calculation:
Strongest force on any atom ... 2.223 eV/Å
LUMO ... 3.958 eV
Frontier orbital gap ... 8.3136 eV
Energy above the lowest of the compared OMol25 structures with the same formula, charge and spin ... 1.021 eV
Highest occupied orbital energy ... -0.160 Eh

Structure (ORCA input):
```
! wB97M-V def2-TZVPD RIJCOSX def2/J DEFGRID3
* xyz -1 1
C 0.529 -0.355 1.174
N 0.118 -1.782 1.049
C 0.248 -2.339 -0.372
O -0.122 -1.531 -1.401
C -0.486 0.614 1.713
C -1.663 1.036 0.880
H 0.988 -0.091 0.235
H 1.393 -0.310 1.832
H -0.872 -1.658 1.262
H -0.451 -3.189 -0.347
H 1.273 -2.784 -0.508
H -0.916 0.254 2.649
H 0.105 1.547 1.912
H -1.387 1.588 -0.025
H -2.367 1.706 1.363
H -2.204 0.172 0.448
H 0.906 2.127 -0.872
H 0.746 2.318 -2.336
O 0.790 2.823 -1.516
H 0.664 -0.626 -1.738
H 1.516 0.136 -3.142
O 1.193 0.343 -2.260
*
```

***

2.
Formula: C28H56N7O2S2
Source: OMol25
Level of theory: ωB97M-V with the def2-TZVPD basis set

Values from the calculation:
Strongest force on any atom ... 0.608 eV/Å
LUMO (alpha / beta) ... -2.906 / -2.906 eV
Frontier orbital gap (alpha / beta) ... 7.1141 / 7.2036 eV
Highest occupied orbital energy (alpha / beta) ... -0.368 / -0.372 Eh

Structure (ORCA input):
```
! wB97M-V def2-TZVPD RIJCOSX def2/J DEFGRID3
* xyz 1 3
C 4.511 -3.162 3.143
C 4.144 -3.946 1.896
N 4.234 -3.158 0.639
C 5.301 -2.144 0.594
C 5.309 -1.361 -0.717
C 4.229 -4.028 -0.461
S 5.533 -4.547 -1.281
S 2.660 -4.670 -0.914
C 1.477 -3.441 -0.308
C 0.122 -4.096 -0.036
C -0.707 -3.322 0.995
N -1.935 -2.787 0.376
C -2.600 -1.769 0.879
N -2.267 -1.103 2.012
C -3.180 -0.162 2.138
N -4.081 -0.186 1.157
N -3.715 -1.221 0.337
H 4.285 -3.778 4.013
H 3.917 -2.251 3.229
H 5.566 -2.900 3.184
H 4.770 -4.840 1.810
H 3.110 -4.286 1.991
H 6.286 -2.590 0.776
H 5.102 -1.458 1.413
H 6.050 -1.739 -1.417
H 5.529 -0.312 -0.524
H 4.330 -1.405 -1.201
H 1.370 -2.697 -1.095
H 1.900 -2.964 0.575
H -0.431 -4.134 -0.979
H 0.260 -5.126 0.294
H -0.156 -2.471 1.388
H -0.983 -3.952 1.840
H -2.273 -3.229 -0.464
H -3.197 0.563 2.936
H -4.878 0.405 0.982
H -4.240 -1.458 -0.488
C 0.500 -0.406 -6.122
C 1.188 -0.766 -4.798
C 2.677 -0.395 -4.814
C 3.520 -1.297 -5.710
C 3.326 -2.768 -5.355
C 1.856 -3.206 -5.367
N 1.092 -2.238 -4.499
O 1.158 -2.510 -3.248
C 1.301 -3.260 -6.790
C 1.716 -4.597 -4.759
C 0.477 -0.014 -3.676
H 0.112 0.610 -6.054
H 1.175 -0.434 -6.974
H -0.339 -1.070 -6.325
H 3.057 -0.455 -3.789
H 2.762 0.649 -5.127
H 3.286 -1.122 -6.763
H 4.572 -1.035 -5.589
H 3.874 -3.407 -6.052
H 3.735 -2.960 -4.357
H 0.225 -3.437 -6.779
H 1.774 -4.095 -7.306
H 1.498 -2.367 -7.375
H 2.173 -4.656 -3.776
H 2.212 -5.311 -5.418
H 0.665 -4.878 -4.674
H -0.572 -0.312 -3.618
H 0.522 1.053 -3.897
H 0.945 -0.193 -2.712
C -4.004 4.736 6.294
C -3.085 5.564 5.383
C -3.765 6.864 4.936
C -4.892 6.649 3.928
C -4.410 5.848 2.722
C -3.747 4.520 3.109
N -2.697 4.802 4.143
O -1.570 5.146 3.643
C -4.785 3.514 3.612
C -3.047 3.905 1.903
C -1.808 5.876 6.155
H -3.830 5.029 7.329
H -5.063 4.891 6.093
H -3.787 3.671 6.214
H -3.006 7.514 4.491
H -4.140 7.374 5.827
H -5.746 6.157 4.401
H -5.256 7.620 3.588
H -5.239 5.636 2.042
H -3.681 6.443 2.164
H -4.293 2.628 4.022
H -5.411 3.215 2.768
H -5.448 3.909 4.374
H -2.356 4.597 1.432
H -3.802 3.618 1.165
H -2.479 3.019 2.198
H -1.287 4.958 6.430
H -2.081 6.408 7.067
H -1.128 6.495 5.577
*
```

***

3.
Formula: C15H18N4O2
Source: OMol25
Level of theory: ωB97M-V with the def2-TZVPD basis set

Values from the calculation:
Strongest force on any atom ... 4.360 eV/Å
SMILES ... Cc1cc2c(cc1C)N(C)[C@@H]1C(=N2)C(=O)N(C)C(=O)N1C
LUMO ... -0.708 eV
Frontier orbital gap ... 7.6808 eV
Energy above the lowest of the compared OMol25 structures with the same formula, charge and spin ... 1.487 eV
Highest occupied orbital energy ... -0.308 Eh

Structure (ORCA input):
```
! wB97M-V def2-TZVPD RIJCOSX def2/J DEFGRID3
* xyz 0 1
C 2.216 -0.843 -4.500
C 1.296 -0.619 -3.302
C 1.888 -0.320 -2.068
C 1.107 -0.110 -0.936
C -0.300 -0.386 -1.018
C -0.866 -0.684 -2.262
C -0.101 -0.750 -3.407
C -0.681 -1.082 -4.720
N -1.045 -0.315 0.164
C -1.277 -1.666 0.733
C -0.591 0.761 1.085
C 0.888 0.676 1.256
N 1.678 0.299 0.239
C 1.446 1.122 2.556
O 2.597 1.526 2.676
N 0.672 1.151 3.709
C 1.288 1.487 5.004
C -0.708 0.973 3.571
O -1.419 1.246 4.531
N -1.318 0.731 2.363
C -2.783 0.853 2.234
H 3.201 -1.102 -4.127
H 2.256 0.061 -5.116
H 1.854 -1.665 -5.124
H 2.940 -0.132 -1.976
H -1.935 -0.852 -2.282
H -0.364 -0.300 -5.414
H -0.265 -2.019 -5.032
H -1.767 -1.182 -4.736
H -0.768 -2.431 0.138
H -0.890 -1.713 1.768
H -2.331 -1.849 0.729
H -0.832 1.750 0.614
H 1.428 2.575 5.134
H 2.278 1.037 5.130
H 0.705 1.105 5.857
H -3.087 0.930 1.189
H -3.156 1.770 2.710
H -3.259 -0.034 2.632
*
```

***

4.
Formula: C36H43ClF17N3O16P
Source: OMol25
Level of theory: ωB97M-V with the def2-TZVPD basis set

Values from the calculation:
Strongest force on any atom ... 8.019 eV/Å
LUMO ... -4.228 eV
Frontier orbital gap ... 7.6712 eV
Highest occupied orbital energy ... -0.437 Eh

Structure (ORCA input):
```
! wB97M-V def2-TZVPD RIJCOSX def2/J DEFGRID3
* xyz 1 1
C -1.415 -2.897 2.927
C -2.000 -3.294 1.477
Cl -2.333 -5.163 1.543
C -1.364 -2.764 0.113
N 0.087 -2.524 -0.121
C 0.258 -2.379 -1.661
C 1.726 -2.676 -2.415
C 1.841 -2.545 -4.072
N 0.730 -2.178 -5.012
C -0.579 -1.866 -4.343
C -0.905 -1.933 -2.726
P 1.026 -4.062 0.113
N 0.894 -4.744 1.733
O 0.289 -5.249 -0.990
C 0.695 -1.265 0.397
F -0.337 -0.566 1.262
F 0.798 -0.237 -0.716
C 2.125 -1.246 1.125
F 3.279 -1.864 0.374
F 2.090 -2.061 2.405
C 2.702 0.188 1.652
F 1.740 0.943 2.550
F 3.765 -0.196 2.664
C 3.308 1.269 0.673
F 4.155 2.201 1.519
F 2.184 2.171 0.210
C 4.200 0.943 -0.624
F 3.502 0.157 -1.712
F 4.357 2.298 -1.299
C 5.743 0.456 -0.393
F 6.592 1.705 -0.321
F 6.021 -0.267 0.864
C 6.397 -0.460 -1.587
F 7.750 -0.879 -1.050
F 5.687 -1.779 -1.794
C 6.726 0.330 -2.985
F 5.566 0.987 -3.630
F 7.929 1.240 -2.890
F 7.166 -0.743 -3.956
H -0.264 -2.779 3.039
H -1.828 -3.648 3.758
H -1.885 -1.842 3.229
H -3.129 -2.882 1.498
H -1.994 -1.797 -0.201
H -1.693 -3.585 -0.695
H 2.708 -2.956 -1.858
H 2.900 -2.781 -4.570
H -1.498 -1.556 -5.039
H -1.976 -1.654 -2.360
H 1.818 -4.613 2.246
H 0.806 -5.788 1.641
H -0.630 -5.488 -0.678
C -3.882 3.094 -6.425
C -4.329 1.734 -5.930
C -4.012 1.483 -4.486
O -3.919 0.069 -4.438
C -3.539 -0.336 -5.687
O -3.181 -1.466 -5.968
O -3.611 0.698 -6.580
H -3.993 3.160 -7.513
H -4.466 3.895 -5.962
H -2.821 3.266 -6.210
H -5.395 1.588 -6.141
H -4.796 1.843 -3.816
H -3.049 1.902 -4.170
C -7.698 -2.297 4.541
C -6.206 -2.111 4.724
C -5.503 -1.618 3.495
O -4.187 -2.112 3.680
C -4.301 -3.235 4.451
O -3.398 -4.027 4.656
O -5.566 -3.355 4.958
H -8.129 -2.804 5.410
H -8.202 -1.335 4.408
H -7.915 -2.928 3.672
H -6.010 -1.464 5.589
H -5.500 -0.528 3.423
H -5.901 -2.038 2.565
C 7.611 -1.195 -7.990
C 9.020 -1.501 -7.524
C 9.587 -0.470 -6.596
O 10.981 -0.603 -6.810
C 11.133 -1.071 -8.086
O 12.195 -1.129 -8.679
O 9.931 -1.463 -8.610
H 7.311 -1.891 -8.781
H 6.897 -1.271 -7.164
H 7.545 -0.189 -8.418
H 9.061 -2.506 -7.085
H 9.336 -0.663 -5.550
H 9.295 0.556 -6.851
C 1.241 3.669 3.364
C 0.326 4.416 4.312
C 0.745 4.333 5.748
O -0.483 4.508 6.433
C -1.462 4.057 5.593
O -2.623 3.880 5.916
O -0.963 3.825 4.340
H 0.803 3.630 2.361
H 2.222 4.149 3.302
H 1.380 2.630 3.683
H 0.212 5.456 3.983
H 1.457 5.115 6.023
H 1.159 3.357 6.028
C -6.893 5.454 5.023
C -7.340 4.094 5.518
C -7.023 3.842 6.962
O -6.930 2.429 7.010
C -6.550 2.024 5.760
O -6.192 0.894 5.480
O -6.622 3.058 4.868
H -7.005 5.520 3.935
H -7.478 6.254 5.486
H -5.833 5.626 5.238
H -8.406 3.948 5.307
H -7.807 4.202 7.632
H -6.061 4.262 7.278
*
```

***

Repeat the first record exactly.
Formula: C4H14NO3
Source: OMol25
Level of theory: ωB97M-V with the def2-TZVPD basis set

Values from the calculation:
Strongest force on any atom ... 2.223 eV/Å
LUMO ... 3.958 eV
Frontier orbital gap ... 8.3136 eV
Energy above the lowest of the compared OMol25 structures with the same formula, charge and spin ... 1.021 eV
Highest occupied orbital energy ... -0.160 Eh

Structure (ORCA input):
```
! wB97M-V def2-TZVPD RIJCOSX def2/J DEFGRID3
* xyz -1 1
C 0.529 -0.355 1.174
N 0.118 -1.782 1.049
C 0.248 -2.339 -0.372
O -0.122 -1.531 -1.401
C -0.486 0.614 1.713
C -1.663 1.036 0.880
H 0.988 -0.091 0.235
H 1.393 -0.310 1.832
H -0.872 -1.658 1.262
H -0.451 -3.189 -0.347
H 1.273 -2.784 -0.508
H -0.916 0.254 2.649
H 0.105 1.547 1.912
H -1.387 1.588 -0.025
H -2.367 1.706 1.363
H -2.204 0.172 0.448
H 0.906 2.127 -0.872
H 0.746 2.318 -2.336
O 0.790 2.823 -1.516
H 0.664 -0.626 -1.738
H 1.516 0.136 -3.142
O 1.193 0.343 -2.260
*
```